8 unconnected molecules or ions with the total composition C23H32Cl2O21 in a non-equilibrium geometry, computed with wB97M-V/def2-TZVPD.

* SMILES: O=C1OCCO1.O=C1OCCO1.O=C1OCCO1.O=C1OCCO1.O=C1OCCO1.O=C1OCCO1.O=C1OCCO1.ClCCCl
* orbital gap: 9.8666 eV
* charge: 0
* E: -3395.957512 hartree
* HOMO energy: -9.8 eV

```
78
Properties=species:S:1:pos:R:3:forces:R:3
C -1.57447 0.20459 5.29181 -1.452 -1.066 -0.775
C -0.52209 0.26898 6.34922 0.515 -0.314 -1.653
O -0.44537 1.66697 6.63614 0.446 0.017 0.969
C -1.22277 2.36283 5.79697 -1.652 3.062 0.163
O -1.42572 3.57465 5.77909 1.256 -2.886 0.318
O -1.91396 1.53678 5.01289 -0.198 0.283 -0.700
H -2.46450 -0.31900 5.64080 -0.169 0.079 0.027
H -1.26914 -0.28805 4.36866 0.144 0.034 -0.002
H 0.36955 -0.02136 5.79356 0.587 -0.063 0.976
H -0.81200 -0.44314 7.12185 0.605 0.799 0.687
C -2.58608 -4.46654 2.57520 0.824 0.191 -0.620
C -1.21179 -4.73891 1.97465 0.557 4.156 -0.730
O -1.14955 -6.08368 1.74228 1.101 -1.750 -0.968
C -1.99276 -6.64407 2.60008 2.291 -5.530 1.909
O -1.96692 -7.77328 3.10610 0.429 1.738 -2.357
O -2.76666 -5.79075 3.06408 -5.213 3.534 2.562
H -3.34026 -4.10630 1.87552 -0.213 -0.680 -0.135
H -2.58967 -3.72890 3.37767 0.189 -0.405 0.149
H -0.47007 -4.32975 2.66062 0.418 -0.804 0.491
H -0.97794 -4.15677 1.08330 -0.440 -0.373 -0.317
C 4.83425 5.23481 1.60033 0.123 1.330 -0.100
C 4.09291 5.87031 0.42069 0.887 1.164 -0.985
O 3.31760 4.83176 -0.19420 0.886 -0.023 0.515
C 3.34177 3.78872 0.64172 -2.130 -1.199 0.524
O 2.58344 2.83432 0.54189 2.267 1.581 0.324
O 4.19525 4.05152 1.67445 -2.195 -4.408 0.303
H 4.70921 5.72241 2.56713 0.117 0.405 -0.187
H 5.88464 4.99451 1.43594 0.186 0.643 -0.246
H 4.88021 6.18520 -0.26423 -0.506 0.349 -0.404
H 3.37939 6.67019 0.61861 0.389 0.095 0.346
C 0.50347 0.09616 0.01413 1.004 3.400 0.645
C 0.45366 -1.18302 -0.67575 -0.198 -0.580 0.039
O -0.48469 -1.88068 0.17040 0.818 -2.267 -1.570
C -1.00823 -1.11395 1.05394 -2.936 0.593 3.223
O -1.82694 -1.50005 1.90550 1.831 1.026 -1.757
O -0.58980 0.16025 0.92757 -0.265 -0.838 0.251
H 0.44594 0.98797 -0.60995 -0.025 -0.153 -0.075
H 1.44298 0.13112 0.56569 -0.136 0.461 0.377
H 1.45757 -1.57073 -0.50274 -0.385 -0.967 -1.092
H 0.06665 -1.09291 -1.69074 0.280 -0.571 0.018
C -4.49615 -0.05488 3.29402 0.380 2.244 0.047
C -4.68453 0.85327 2.00041 -0.008 -3.149 1.591
O -5.65178 -0.02010 1.29415 -0.650 0.159 0.189
C -5.79137 -1.24934 1.88272 1.672 -1.413 -0.202
O -6.45381 -2.20764 1.54306 0.943 2.644 0.470
O -4.80002 -1.35927 2.87672 -1.352 0.295 -0.458
H -5.11732 0.28511 4.12267 -0.750 -0.211 -0.143
H -3.50755 0.09633 3.72748 0.204 -0.747 -0.706
H -3.71601 0.80005 1.50318 -0.342 0.427 -0.519
H -5.06627 1.85116 2.21630 -0.125 -0.306 -0.372
C -2.52754 0.62149 -5.52411 0.173 1.544 -1.434
C -2.82168 2.03288 -5.03423 -0.390 -0.039 0.555
O -2.02175 2.01709 -3.85719 -3.881 4.748 1.405
C -1.05493 1.21329 -3.95699 3.307 2.320 6.152
O -0.14097 1.23014 -3.15339 0.085 -0.546 -0.711
O -1.25425 0.42883 -4.85815 -0.656 -6.859 -6.799
H -2.38838 0.71062 -6.60151 0.493 -0.531 0.018
H -3.30791 -0.12764 -5.39020 0.510 -0.171 0.875
H -3.86583 2.26000 -4.81911 0.122 -0.287 0.362
H -2.46707 2.85370 -5.65762 0.216 -0.298 -0.344
C 2.83765 -2.19818 -5.37981 -0.418 -0.230 0.194
C 4.25284 -2.60276 -5.16530 1.047 -1.381 -1.055
O 4.22252 -3.48603 -4.03688 -2.316 1.177 1.620
C 3.08112 -3.07706 -3.28572 -0.030 -1.011 3.758
O 2.82320 -3.39995 -2.07719 1.281 1.480 -6.267
O 2.31718 -2.23961 -4.06371 0.249 -0.356 2.147
H 2.23951 -2.96112 -5.87806 0.315 0.173 -0.749
H 2.75519 -1.21346 -5.83983 -0.325 -0.069 0.229
H 4.98107 -1.80485 -5.01998 -0.245 0.132 0.237
H 4.55797 -3.21791 -6.01181 0.363 0.139 -0.023
Cl 2.35041 3.72528 -3.00805 -0.285 0.019 0.237
C 3.55762 2.45297 -2.71042 -0.474 -0.866 -0.088
C 2.90648 1.07053 -2.48478 -0.982 0.824 -0.518
Cl 4.09663 -0.12213 -2.02308 0.876 -0.527 0.010
H 4.19222 2.70401 -1.86049 -0.002 0.222 -0.306
H 4.05788 2.42347 -3.67839 0.625 -0.165 0.494
H 2.42231 0.78151 -3.41760 0.090 -0.230 0.093
H 2.13620 0.98800 -1.71799 0.242 0.785 -0.132
```
Positions in Å, forces in eV/Å.